(1)
Here is a 8-piece molecular cluster, C6H28O8 overall from the Open Molecules 2025 dataset. Energies are from ωB97M-V with the def2-TZVPD basis set.

Positions of all 42 atoms, in Å:
O -0.87968 0.98022 -0.62839
H -0.15220 1.05649 -1.44389
H -1.47722 0.50017 -0.81748
H -0.34166 0.41189 0.04406
O -0.34523 -0.56202 1.38646
H -0.66081 -1.51071 1.41052
C -1.64260 0.43744 4.41352
O -1.70221 1.15600 3.23365
H -0.66125 0.67934 4.73815
H -1.72364 -0.62443 4.38775
H -2.32946 0.66111 5.18653
H -1.23659 0.57369 2.55906
C -3.86546 -0.87285 -1.47037
O -2.50240 -0.73133 -1.89116
H -3.93183 -0.11169 -0.60773
H -4.19815 -1.90506 -1.27785
H -4.68402 -0.72687 -2.20347
H -2.63320 -1.01666 -2.82083
C 2.89395 1.20755 -0.76420
O 1.66608 1.97232 -0.26910
H 3.64603 1.30233 -0.03531
H 3.25021 1.77935 -1.78586
H 2.67009 0.32729 -0.99914
H 1.62892 1.89058 0.73673
C 2.94593 0.37102 2.86493
O 1.68954 0.95918 2.62939
H 2.94719 -0.34766 3.65530
H 3.82009 0.91231 3.07576
H 3.36558 -0.16464 1.98871
H 1.13598 0.21709 2.32165
C 0.56797 -2.90633 -1.11959
O 1.20031 -2.07366 -0.19943
H 0.97790 -2.74373 -2.16032
H -0.50930 -2.69629 -0.90828
H 0.55759 -3.96570 -0.96822
H 0.35215 -1.55555 0.38149
C -0.23234 1.40120 -3.90376
O 0.38033 0.46449 -3.06645
H -0.70174 2.07142 -3.18403
H -1.03985 0.91187 -4.44193
H 0.52603 1.96859 -4.56811
H 1.22896 0.30225 -3.47877

The calculation puts the LUMO energy at 0.0 eV. The energy above the lowest of the compared OMol25 structures with the same formula, charge and spin comes out at 927.0 kJ/mol. The highest occupied orbital energy is -8.84 eV. The value obtained for the total energy is -846.9969 a.u.

=====

(2)
Here is a 8-piece molecular cluster, C6H29O8 overall from the Open Molecules 2025 dataset. Energies are from ωB97M-V with the def2-TZVPD basis set.

Positions of all 43 atoms, in Å:
O 0.18805 -0.12574 -1.34847
H 0.00806 -0.13229 -2.29142
H 1.13608 -0.05427 -1.21525
H -0.24044 0.64100 -0.96103
O 2.83961 0.01743 -1.13937
H 3.65156 -0.48567 -1.20144
H 3.12676 0.92400 -1.03016
O 3.43836 -2.24276 0.61281
H 2.96659 -1.41169 0.66749
H 4.31932 -2.00030 0.32759
O 0.85492 -0.70225 -3.95413
H 1.79794 -0.59016 -4.07412
H 0.57368 -1.20441 -4.71896
O -0.07920 2.32647 -0.46755
H 0.40970 2.90079 0.12184
H -0.65176 2.91671 -0.95748
O -1.64590 0.77261 -3.10883
H -1.84558 0.14445 -3.80292
H -1.89398 1.62157 -3.47484
C 3.10250 0.77211 3.24562
C 1.63970 0.35128 2.90948
C 0.62684 1.19258 3.69334
O 1.44336 0.64849 1.52672
H 3.33580 0.73019 4.30954
H 3.35806 1.78411 2.93154
H 3.79470 0.12172 2.71089
H 1.36599 -0.69706 3.02854
H 0.83663 2.20412 3.34564
H 0.79775 1.08617 4.76458
H -0.41195 0.95209 3.46710
H 1.28292 1.59491 1.51437
C -3.01226 -1.99234 -1.45261
C -3.61950 -0.85745 -0.59730
C -3.73641 -1.10105 0.95937
O -2.63271 0.11954 -0.66529
H -1.97919 -2.21745 -1.18768
H -2.99689 -1.80216 -2.52578
H -3.57672 -2.91669 -1.32982
H -4.53690 -0.44495 -1.01722
H -4.23437 -0.20759 1.33601
H -2.77621 -1.29200 1.43858
H -4.45462 -1.90371 1.12679
H -2.57031 0.55966 -1.51618

The total charge is +2. The calculation puts the LUMO energy (alpha / beta) at -6.3 / -12.1 eV. The energy above the lowest of the compared OMol25 structures with the same formula, charge and spin comes out at 0.0 kJ/mol. The highest occupied orbital energy (alpha / beta) is -15.53 / -15.53 eV. The spin multiplicity is 2. Its expectation value of S² is 0.754. The value obtained for the total energy is -847.1985 a.u.

=====

(3)
Here is a 9-piece molecular cluster, C6H30N2O8 overall from the Open Molecules 2025 dataset. Energies are from ωB97M-V with the def2-TZVPD basis set.

Positions of all 46 atoms, in Å:
C 0.13370 0.10403 -3.05955
C 0.39111 0.14781 -1.56722
C 0.93940 1.53115 -1.16426
C 1.70092 1.51897 0.11705
C 2.82272 0.80816 0.25509
C 1.23713 3.58265 1.32216
N 1.28459 2.31200 1.25059
N -1.02753 0.09597 -0.92437
H -0.51464 0.91784 -3.38918
H 1.05327 0.12796 -3.65268
H -0.28094 -0.89846 -3.27788
H 0.82998 -0.77741 -1.18869
H 1.72869 1.78521 -1.88985
H 0.29386 2.38820 -1.35140
H 3.24461 0.27800 -0.59558
H 3.24371 0.61896 1.23257
H 0.82347 4.07633 2.19142
H 1.61872 4.25065 0.55912
H 0.81280 1.76110 1.98574
H -1.72098 0.62110 -1.48319
H -0.93907 0.42797 0.03469
H -1.24676 -0.89933 -0.89797
H 0.64507 -0.55433 4.76279
H 0.97385 -1.88280 4.01720
O 1.00786 -0.92851 3.94759
H -0.40541 0.61854 3.34780
H -1.02418 -0.04431 2.06588
O -0.81005 0.82319 2.49808
H 0.12552 -2.00710 1.44435
H -1.30198 -2.22754 1.13921
O -0.68714 -1.48429 1.23294
H -1.09464 5.08635 0.20561
H -0.32507 4.72160 -1.02394
O -0.43696 4.43595 -0.10406
H -2.63460 -3.62727 -1.04963
H -3.13196 -3.45890 0.40838
O -2.55124 -3.07768 -0.25325
H 0.49379 -4.43376 -1.69347
H 1.77786 -3.63697 -1.62484
O 0.86506 -3.63825 -1.30367
H 0.91618 -3.57560 0.51416
H 1.62196 -4.09244 1.79738
O 1.21458 -3.31427 1.41458
H -3.92453 -0.17859 -2.43308
H -4.23963 1.16288 -1.87987
O -3.50308 0.53523 -1.93674

The total charge is +2. The calculation puts the LUMO energy at -5.9 eV. The energy above the lowest of the compared OMol25 structures with the same formula, charge and spin comes out at 63.0 kJ/mol. The highest occupied orbital energy is -16.31 eV. The value obtained for the total energy is -957.4759 a.u.

=====

(4)
Here is a 10-piece molecular cluster, C6H30NO10 overall from the Open Molecules 2025 dataset. Energies are from ωB97M-V with the def2-TZVPD basis set.

Positions of all 47 atoms, in Å:
C 0.87295 2.38392 -1.10484
O 2.05165 2.09944 -1.73769
C -0.00564 1.10558 -0.66142
C 0.44757 0.68171 0.72266
C -0.09692 -0.56171 1.47776
C -0.28409 -2.95566 1.31777
C 0.20185 -1.87054 0.72886
N -1.42929 1.55486 -0.71645
H 0.14686 2.95180 -1.69132
H 1.00400 3.07339 -0.25270
H 0.18704 0.45678 -1.53383
H 1.50077 0.43013 0.54714
H 0.35948 1.64349 1.26856
H -1.16220 -0.43138 1.59074
H 0.36349 -0.73475 2.43990
H -0.87170 -2.81059 2.20618
H -0.24851 -3.99461 1.01150
H 0.83949 -1.76895 -0.16161
H -1.57287 2.41622 -1.22045
H -2.00276 0.95094 -1.28657
H -3.54579 -0.03574 0.89871
H -3.12674 -1.34395 0.00579
O -3.83173 -0.77536 0.31556
H 4.49745 1.68574 0.00445
H 3.14458 2.18687 -0.40677
O 3.65683 1.91559 0.41473
H -2.94165 1.85792 0.74367
H -1.92866 1.32775 1.63651
O -2.89252 1.39987 1.59655
H 1.29949 0.32844 3.93400
H 1.46126 -0.92691 4.75145
O 0.95247 -0.10418 4.75496
H 2.52211 2.17805 3.52954
H 2.55214 1.28786 2.12293
O 2.28674 1.38135 3.05728
H -2.75233 -0.27581 -2.95233
H -3.71850 -1.01227 -1.89028
O -3.58751 -0.26479 -2.47252
H -0.16911 -3.79250 -1.54823
H -1.54870 -4.38247 -1.72684
O -0.88175 -4.22314 -1.05218
H 2.24701 0.86868 -2.14104
H 3.04453 -0.10549 -3.26769
O 2.27000 -0.15899 -2.69785
H 1.19054 -1.13230 -3.38710
H -0.31192 -1.19441 -2.92517
O 0.32440 -1.60549 -3.51372

The total charge is -1. The calculation puts the LUMO energy at 2.8 eV. The energy above the lowest of the compared OMol25 structures with the same formula, charge and spin comes out at 258.5 kJ/mol. The highest occupied orbital energy is -5.64 eV. The value obtained for the total energy is -1053.7575 a.u.

=====

(5)
Here is C6H31B4NSn as an isolated structure from the Open Molecules 2025 dataset. Energies are from ωB97M-V with the def2-TZVPD basis set.

Positions of all 43 atoms, in Å:
Sn -18.80617 2.14648 -2.36362
B -20.40465 3.26433 0.08962
H -21.04903 2.25963 0.10282
H -20.78340 3.89047 -0.87114
H -20.39459 3.95653 1.06427
H -19.25875 2.93743 -0.22999
B -17.25693 4.68388 -1.35977
H -17.36000 3.74982 -0.61458
H -18.35621 5.04711 -1.71822
H -16.65908 5.53636 -0.76159
H -16.68467 4.36513 -2.37221
B -16.01149 1.24722 -2.20590
H -16.80009 1.42784 -1.29567
H -14.98575 0.75399 -1.83646
H -16.53485 0.51420 -3.02477
H -15.84259 2.30762 -2.72508
B -21.60292 1.26863 -2.64270
H -20.97842 0.99131 -1.64224
H -21.98427 2.39777 -2.56465
H -20.79158 1.16916 -3.54651
H -22.49880 0.47845 -2.73362
C -21.55179 4.20781 -6.45142
C -20.82552 3.34931 -5.42951
N -19.49825 3.82830 -5.02357
C -18.51572 3.36985 -5.98973
C -17.06243 3.26383 -5.46645
C -19.42033 5.24527 -4.69244
C -20.49309 5.65151 -3.68094
H -21.09382 4.07688 -7.44659
H -21.44350 5.28135 -6.28705
H -22.61106 4.03884 -6.65312
H -21.43815 3.29340 -4.52444
H -20.81814 2.28869 -5.67330
H -18.83289 2.43673 -6.45954
H -18.39283 4.02381 -6.88085
H -17.01641 2.55911 -4.64023
H -16.41047 3.07464 -6.31522
H -16.84804 4.24302 -5.03413
H -19.32759 5.93024 -5.54993
H -18.49081 5.37645 -4.12702
H -20.36763 5.03786 -2.78940
H -21.51385 5.56838 -4.05430
H -20.34481 6.69808 -3.40719

The total charge is -2. The calculation puts the LUMO energy at 4.9 eV. The energy above the lowest of the compared OMol25 structures with the same formula, charge and spin comes out at 24.3 kJ/mol. The highest occupied orbital energy is -2.40 eV. The value obtained for the total energy is -615.3997 a.u.

=====

(6)
Here is a 11-piece molecular cluster, C6H31NO10 overall from the Open Molecules 2025 dataset. Energies are from ωB97M-V with the def2-TZVPD basis set.

Positions of all 48 atoms, in Å:
C -2.40704 -0.96025 -2.05847
C -1.75848 0.19985 -2.00979
C -0.46895 0.27506 -1.29891
C 0.69349 -0.20754 -1.75680
N 0.92664 -0.77411 -3.01371
C -0.45058 0.71596 0.17142
C -1.45245 1.86573 0.49190
H -3.45631 -1.05355 -2.31203
H -1.91774 -1.83353 -1.63373
H -2.20689 1.13714 -2.31776
H 1.55529 -0.15982 -1.10122
H 0.12857 -1.04261 -3.56327
H 1.72955 -1.37883 -3.01957
H -0.66035 -0.15121 0.80020
H 0.54592 1.02341 0.47647
H -2.31219 1.46714 1.02550
H -1.67388 2.37755 -0.43532
H -0.90617 2.64605 1.03701
O 1.53465 -3.48644 -1.54265
H 1.77962 -2.90718 -0.80964
H 0.81209 -3.07345 -2.01671
O -2.10145 -2.28980 3.27967
H -1.64777 -1.99917 4.07268
H -1.65865 -2.80645 2.58379
O -2.98387 0.46849 3.51002
H -2.66043 -0.41239 3.26590
H -3.92250 0.43741 3.30553
O 0.48084 0.37174 3.56826
H 0.83238 0.82935 2.78841
H -0.45835 0.55476 3.41113
O 1.61161 -2.20333 1.76522
H 2.01839 -1.44045 1.27183
H 1.34074 -1.72193 2.56168
O 3.70175 1.59168 -0.56878
H 2.96486 1.96164 -1.12775
H 4.47740 1.34241 -1.07216
O -0.82153 3.31229 -2.99909
H -1.58614 3.86820 -2.81271
H -0.74117 2.72526 -2.24008
O 2.41351 0.18820 1.25437
H 2.85816 0.41955 2.07682
H 2.98390 0.55399 0.53304
O -0.80472 -3.20811 1.09128
H 0.15295 -3.00980 1.04578
H -1.23502 -2.75945 0.36055
O 1.77153 2.83277 -1.72191
H 1.18885 2.12337 -2.01239
H 1.78990 3.59041 -2.30404

The calculation puts the LUMO energy at 0.2 eV. The energy above the lowest of the compared OMol25 structures with the same formula, charge and spin comes out at 195.2 kJ/mol. The structure (SMILES) is C=C/C(=C\N)CC.O.O.O.O.O.O.O.O.O.O. The highest occupied orbital energy is -8.58 eV. The value obtained for the total energy is -1054.3229 a.u.